# 1
Molecular formula: C5H3Br
Method: DFT, wB97M-V/def2-TZVPD

Last column: Löwdin charge in e.
Element x y z (Å)
C  3.12447  -2.27606  -0.33458  -0.240
C  3.46822  -3.19984  0.30616  -0.201
C  -0.20587  0.51650  0.00867  0.041
C  0.64305  -0.49010  0.16431  -0.227
C  2.08683  -0.38790  -0.34990  -0.538
Br  3.10023  1.03482  -0.03088  0.914
H  -1.18603  0.33201  0.26476  0.048
H  0.07090  1.29262  -0.70658  0.079
H  0.42266  -1.49611  0.58885  0.124

Forces on atoms 1 to 6 (eV/Å):
-4.8 10.6 -4.6
2.4 -6.3 4.4
1.6 -0.3 -1.7
3.0 -0.7 -0.6
-0.2 -5.3 1.7
0.1 0.6 -0.3

Its energy is -75264.650 eV. As for the highest occupied orbital energy (alpha / beta): -8.655 / -8.658 eV. As for the maximum force: 12.5 eV/A. Its net charge is 0. For the gap between HOMO and LUMO (alpha / beta), the calculation gives 0.2045 / 0.2047 hartree.

=====

# 2
Molecular formula: C5H3Br2Cl
Method: DFT, wB97M-V/def2-TZVPD

Last column: Löwdin charge in e.
Element x y z (Å)
C  -0.86383  1.12963  0.20392  -0.057
C  0.58919  1.29186  -0.00353  -0.104
C  -1.23907  -0.15778  0.18592  -0.216
C  1.26745  0.15329  -0.13578  -0.756
C  -0.12089  -1.08320  -0.11632  -1.209
Cl  2.68667  -0.58149  -0.43629  0.738
Br  -0.09632  -1.72979  -1.94418  0.663
Br  0.24997  -2.48023  1.13140  0.683
H  -1.48716  1.80112  0.72232  0.097
H  1.19738  2.11328  -0.08245  0.078
H  -2.18340  -0.45671  0.47498  0.084

Forces on atoms 1 to 6 (eV/Å):
1.3 -1.6 0.7
0.5 -1.8 -0.2
1.9 0.6 -0.5
-5.7 -3.0 0.4
2.7 2.4 -0.5
1.8 0.2 -0.2

Its energy is -157838.345 eV. As for the highest occupied orbital energy: -9.092 eV. As for the maximum force: 6.5 eV/A. Its net charge is 0. For the gap between HOMO and LUMO, the calculation gives 0.3337 hartree.

=====

# 3
Molecular formula: C5H3BrCl2
Method: DFT, wB97M-V/def2-TZVPD

Last column: Löwdin charge in e.
Element x y z (Å)
C  0.18407  -1.06874  0.05798  -0.160
C  -1.03846  1.02245  0.19745  -1.045
C  -1.00873  -0.39112  -0.05800  -0.778
C  1.72026  0.98621  -0.64134  -0.127
C  1.37749  -0.19149  0.33358  -0.351
Cl  -2.59143  1.86538  -0.07401  0.514
Cl  0.11600  1.75988  -0.74983  0.993
Br  -2.64294  -1.32114  -0.61329  0.661
H  0.26897  -2.07541  -0.19754  0.076
H  1.40249  0.23580  1.41120  0.153
H  2.21229  -0.82181  0.33380  0.065

Forces on atoms 1 to 6 (eV/Å):
-2.0 3.3 -0.5
-2.4 -0.8 0.2
0.6 -1.8 0.5
-2.5 -1.0 0.9
0.3 1.0 1.2
0.7 -0.1 0.3

Its energy is -100313.339 eV. As for the highest occupied orbital energy (alpha / beta): -8.085 / -8.196 eV. As for the maximum force: 3.9 eV/A. Its net charge is 0. For the gap between HOMO and LUMO (alpha / beta), the calculation gives 0.2372 / 0.2503 hartree.

=====

# 4
Molecular formula: C5H3BrO2
Method: DFT, wB97M-V/def2-TZVPD

Last column: Löwdin charge in e.
Element x y z (Å)
C  0.30362  0.15808  -0.29244  -0.264
C  -0.10538  -1.16348  0.70755  -0.588
C  1.18052  0.86119  0.38266  -0.141
C  -0.39504  -0.76639  1.95177  -0.280
C  -0.44036  0.58835  -1.48866  -0.089
O  2.03790  1.48774  0.96887  0.153
O  -0.87459  -0.41971  2.96443  0.144
Br  0.30129  -2.93646  0.21362  0.747
H  -0.32735  1.74575  -1.47806  0.114
H  -1.53906  0.13551  -1.39621  0.125
H  -0.14156  0.30942  -2.53352  0.078

Forces on atoms 1 to 6 (eV/Å):
0.0 -3.2 1.9
1.3 3.7 -1.0
3.5 2.5 1.6
-0.7 -0.5 -1.0
-2.0 0.9 -1.2
-3.4 -2.4 -2.1

Its energy is -79364.958 eV. As for the highest occupied orbital energy (alpha / beta): -6.403 / -9.403 eV. As for the maximum force: 4.7 eV/A. Its multiplicity is 3. Its net charge is 0. For the gap between HOMO and LUMO (alpha / beta), the calculation gives 0.2342 / 0.2467 hartree.

=====

# 5
Molecular formula: C5H3Cl2N3
Method: DFT, wB97M-V/def2-TZVPD

Last column: Löwdin charge in e.
Element x y z (Å)
N  0.25195  3.88496  0.55133  0.172
C  0.11058  2.76712  0.46037  -0.260
C  -0.03792  1.33271  0.37368  -0.087
C  -0.61453  0.87380  -0.71677  -0.612
Cl  -1.09568  1.83335  -2.07963  0.743
C  -1.02169  -0.56284  -0.93554  -0.113
N  -0.39710  -1.60201  -0.51534  0.086
C  0.70277  -1.90222  0.13987  -0.378
N  0.68913  -1.91283  1.44932  -0.439
Cl  2.04926  -2.60992  2.15307  0.540
H  -0.20528  0.94533  1.31728  0.101
H  -1.85373  -0.64625  -1.60991  0.096
H  1.42223  -2.40121  -0.58773  0.150

Forces on atoms 1 to 6 (eV/Å):
0.2 2.4 0.2
0.3 -2.4 -0.2
-0.9 3.1 -0.6
-0.7 -1.9 -1.3
0.5 0.0 0.3
2.0 -0.4 1.1

Its energy is -34745.074 eV. As for the highest occupied orbital energy: -9.586 eV. As for the maximum force: 4.7 eV/A. Its net charge is 0. Its SMILES is N#C/C=C(Cl)/C=N\C=N\Cl. For the gap between HOMO and LUMO, the calculation gives 0.3021 hartree.

=====

# 6
Molecular formula: C5H3ClO2
Method: DFT, wB97M-V/def2-TZVPD

Last column: Löwdin charge in e.
Element x y z (Å)
C  0.30657  0.00800  -0.02123  -0.179
C  -1.19740  -1.54558  1.12760  -0.369
C  1.01300  0.10531  1.08715  -0.163
C  -1.09329  -0.69931  0.02320  -0.524
C  0.57318  0.77738  -1.34069  -0.013
O  1.69515  -0.07335  2.03851  0.164
O  -1.80231  -0.61743  -0.95106  0.096
Cl  -1.47957  -0.89497  2.61341  0.761
H  -0.37421  0.76146  -1.82772  0.061
H  1.52493  0.48119  -1.87277  0.105
H  0.83393  1.69730  -0.87640  0.060

Forces on atoms 1 to 6 (eV/Å):
-1.6 -0.1 -1.0
-1.4 -0.8 2.1
1.7 -1.7 1.7
3.0 1.3 -2.8
2.0 -0.7 2.2
-1.5 1.0 -1.9

Its energy is -21845.391 eV. As for the highest occupied orbital energy (alpha / beta): -8.757 / -9.357 eV. As for the maximum force: 4.3 eV/A. Its multiplicity is 3. Its net charge is 0. For the gap between HOMO and LUMO (alpha / beta), the calculation gives 0.3302 / 0.2642 hartree.

=====

Which value of energy does entry 6 give? -21845.391 eV

=====

Number 3 is which compound? C5H3BrCl2